Entry 1:
C6H8 in the gas phase, computed with wB97M-V/def2-TZVPD.

XYZ file:
```
14
Properties=species:S:1:pos:R:3
C 2.90248 -0.33517 -0.15140
C 1.75048 -0.23187 0.18776
C 0.35570 -0.05827 0.58610
C -0.41340 1.13579 -0.05005
C -1.61266 0.20048 -0.32588
C -0.72290 -1.02005 0.00760
H 3.92281 -0.41456 -0.45547
H 0.29920 -0.02711 1.67634
H -0.59335 1.99229 0.60670
H 0.07360 1.48653 -0.96422
H -2.43289 0.34006 0.38541
H -2.02555 0.23083 -1.33848
H -0.37168 -1.55217 -0.87988
H -1.13185 -1.74678 0.71548
```

Summary:
Frontier orbital gap (eV): 10.965
Total charge: 0
LUMO energy (eV): 1.18
Multiplicity: 1
SMILES: C#CC1CCC1

Entry 2:
C6H8 in the gas phase at a distorted geometry, computed with wB97M-V/def2-TZVPD.

XYZ file:
```
14
Properties=species:S:1:pos:R:3
C 1.48867 -0.77985 0.04320
C 0.60423 0.24621 0.65024
C 0.25209 1.28201 -0.42246
C -0.69117 0.25175 0.02402
C -1.64785 -0.74480 -0.53236
C -2.13088 -0.13205 0.54198
H 1.25697 -0.81443 -1.03145
H 1.61266 -1.69210 0.46769
H 2.49445 -0.20591 0.13165
H 0.58203 0.56681 1.64920
H 0.11220 2.29882 -0.13592
H 0.69130 1.17099 -1.38543
H -1.73695 -1.43006 -1.29906
H -2.88774 -0.01739 1.29872
```

Summary:
Frontier orbital gap (eV): 9.632
Total charge: 0
LUMO energy (eV): 1.23
Multiplicity: 1
SMILES: C[C@H]1CC12C=C2

Entry 3:
A molecular structure, C6H8 at a distorted geometry, computed with wB97M-V/def2-TZVPD.

XYZ file:
```
14
Properties=species:S:1:pos:R:3
C -0.26025 1.98669 -0.58426
C -0.61766 0.90615 0.23888
C 0.29086 0.92664 -1.73535
C 0.27225 0.01313 -0.42492
C -1.42300 0.65861 1.48642
C 1.33913 -0.98767 -0.10467
H -0.43276 0.81793 -2.59492
H 1.21218 1.23055 -2.27347
H -2.42784 0.80117 1.28457
H -1.02451 1.24600 2.34814
H -1.14330 -0.34191 1.72253
H 1.34863 -1.72907 -1.03295
H 1.05194 -1.55974 0.74968
H 2.27296 -0.56059 0.13394
```

Summary:
Frontier orbital gap (eV): 8.589
Total charge: 0
LUMO energy (eV): 0.38
Multiplicity: 1

Entry 4:
C6H8 in the gas phase, computed with wB97M-V/def2-TZVPD.

XYZ file:
```
14
Properties=species:S:1:pos:R:3
C 1.29651 -0.32831 0.74795
C 0.34214 -1.25470 0.65766
C -0.74650 -0.85411 -0.28778
C -1.46976 0.43019 0.04244
C -0.27680 0.47840 -0.86372
C 1.05454 0.82667 -0.19826
H 2.17343 -0.40328 1.38289
H 0.35421 -2.21321 1.17242
H -1.32545 -1.64840 -0.75716
H -1.42557 0.82592 1.05716
H -2.41904 0.55720 -0.47282
H -0.41461 0.86976 -1.86942
H 0.96917 1.80246 0.29944
H 1.88730 0.91736 -0.91219
```

Summary:
Frontier orbital gap (eV): 10.034
Total charge: 0
LUMO energy (eV): 1.25
Multiplicity: 1
SMILES: C1=C[C@H]2C[C@H]2C1

Entry 5:
A molecular structure, C6H8Br2N2S at a distorted geometry, computed with wB97M-V/def2-TZVPD.

XYZ file:
```
19
Properties=species:S:1:pos:R:3
C -1.64109 -1.04458 1.05907
C -0.33184 -0.39573 1.17512
C 1.24217 0.40252 -2.21824
C 2.01706 -0.17802 0.42730
C 0.30487 -0.37549 -1.32055
C 0.71005 -0.33971 0.18015
N -2.37035 -0.95534 2.10946
N -0.19624 0.09314 2.40335
S -1.53643 -0.20677 3.25594
Br 0.08129 -2.35134 -1.69763
Br -2.45367 2.68792 0.49127
H -1.85500 -1.52382 0.07457
H 0.70727 0.50002 -3.23889
H 1.49636 1.29512 -1.85217
H 2.02190 -0.21708 -2.40274
H 2.81224 -0.31746 -0.26007
H 2.36115 0.04327 1.36091
H -2.72424 2.93711 1.82871
H -0.64549 -0.05374 -1.37555
```

Summary:
Frontier orbital gap (eV): 9.074
Total charge: 0
LUMO energy (eV): -0.04
Multiplicity: 1

Entry 6:
C6H8BrClO2 in the gas phase at a distorted geometry, computed with wB97M-V/def2-TZVPD.

XYZ file:
```
18
Properties=species:S:1:pos:R:3
C -1.75996 1.63434 0.09052
C -0.51114 0.73545 0.43717
C 0.78174 1.24041 -0.05897
O 1.13066 2.20749 -0.63171
C 2.04389 0.04101 0.52601
Cl 2.27822 0.32186 2.26746
Br 3.68816 0.29444 -0.44879
C 1.50081 -1.35494 0.50324
C 1.19034 -2.05407 -0.91275
O 1.21906 -1.94134 1.49386
H -1.38999 2.60957 0.60226
H -1.73816 1.64462 -1.01884
H -2.57020 1.08687 0.43873
H -0.60108 -0.31087 -0.00703
H -0.34636 0.58255 1.56211
H 1.51810 -3.14268 -1.09231
H 0.11294 -1.97025 -1.13414
H 1.70686 -1.57999 -1.71092
```

Summary:
Frontier orbital gap (eV): 9.941
Total charge: 0
LUMO energy (eV): 0.22
Multiplicity: 1
SMILES: CCC(=O)[C@](Cl)(Br)C(C)=O

Entry 7:
A gas-phase ion, C6H8BrIN (charge +1) at a distorted geometry, computed with wB97M-V/def2-TZVPD.

XYZ file:
```
17
Properties=species:S:1:pos:R:3
C -0.90654 1.16134 -1.05370
C 0.00906 0.71634 -1.92527
C -1.17320 0.50878 0.24480
C 0.85146 -0.41175 -1.62263
C -0.11061 -0.50819 0.69011
C 0.86571 -0.91091 -0.38450
N 0.74052 -0.02177 1.85337
Br 1.90205 -2.46045 0.11711
I -3.23477 -0.55035 0.20911
H -1.50790 2.02894 -1.27918
H 0.15295 1.20248 -2.87670
H -1.34000 1.26441 1.01381
H 1.48657 -0.82277 -2.39267
H -0.61999 -1.40410 1.06273
H 1.27760 -0.84201 2.18675
H 0.18380 0.37090 2.62745
H 1.42332 0.67910 1.52941
```

Summary:
Frontier orbital gap (spin up / spin down) (eV): 6.792 / 4.982
Total charge: +1
LUMO energy (spin up / spin down) (eV): -3.32 / -7.36
⟨S²⟩: 2.0274
Multiplicity: 3

Entry 8:
C6H8Cl4O in the gas phase at a distorted geometry, computed with wB97M-V/def2-TZVPD.

XYZ file:
```
19
Properties=species:S:1:pos:R:3
C 0.88125 0.98893 0.60832
C 0.13724 -0.37032 0.25442
C -0.49096 -0.40439 -1.14283
O 1.14281 -1.34490 0.24820
C -0.76642 -0.48652 1.43560
C -1.35418 -1.82812 1.95803
Cl -0.79826 -3.47013 1.31835
Cl -3.10864 -1.97536 2.42339
C -0.35949 -1.31902 2.93508
Cl 1.22764 -2.01544 3.14458
Cl -1.03884 -0.54447 4.29951
H 1.63270 0.94903 1.36655
H 0.24383 1.88409 0.97285
H 1.40440 1.21716 -0.29329
H 0.13486 -0.13526 -1.87741
H -0.84743 -1.38764 -1.19718
H -1.37627 0.28800 -1.06566
H 0.95355 -2.28874 0.39295
H -1.43267 0.21239 1.75614
```

Summary:
Frontier orbital gap (eV): 10.052
Total charge: 0
LUMO energy (eV): 0.40
Multiplicity: 1
SMILES: CC(C)(O)C1C(Cl)(Cl)C1(Cl)Cl

Entry 9:
A molecular structure, C6H8ClN at a distorted geometry, computed with wB97M-V/def2-TZVPD.

XYZ file:
```
16
Properties=species:S:1:pos:R:3
C -0.73926 1.52130 -0.87995
C -0.43456 0.29172 -0.02020
C 0.05311 0.73810 1.40676
C 1.06536 0.36588 0.40340
C -1.32291 -0.76931 -0.18386
C -2.33971 -1.46803 -0.47713
H 0.23332 2.59106 -2.65869
H -1.33688 1.05215 -2.79851
H -0.15197 2.31298 -0.34534
H -1.72454 1.82514 -0.50055
H -0.03236 1.71882 1.66350
H 0.02639 -0.03520 2.26249
H 1.72091 1.04348 0.05354
H -3.11422 -2.02739 -0.95359
N -0.21394 1.39141 -2.20210
Cl 1.65793 -1.31170 1.01163
```

Summary:
Frontier orbital gap (eV): 9.614
Total charge: 0
LUMO energy (eV): 0.33
Multiplicity: 1

Entry 10:
C6H8ClNO in the gas phase at a distorted geometry, computed with wB97M-V/def2-TZVPD.

XYZ file:
```
17
Properties=species:S:1:pos:R:3
C -0.66977 -2.05280 0.66011
C -0.65021 -0.73894 -0.02533
O -0.56206 -0.83272 -1.35365
N -0.71962 0.23953 0.73537
C -0.64814 1.56428 0.33451
C 0.45979 2.29390 0.02000
C 1.76876 1.64490 -0.29852
C 1.92324 0.39378 0.14668
Cl 3.24555 -0.65452 -0.22802
H -1.26804 -1.96467 1.50764
H 0.41466 -2.32727 0.91811
H -1.08095 -2.86015 0.04177
H -0.78992 -0.01999 -1.71871
H -1.65775 2.11116 0.40927
H 0.46177 3.41955 -0.19930
H 2.29688 1.98224 -1.17569
H 1.34468 0.05368 1.03764
```

Summary:
Frontier orbital gap (eV): 9.000
Total charge: 0
LUMO energy (eV): 0.65
Multiplicity: 1
SMILES: C/C(O)=N/C=C\C=C\Cl

Entry 11:
C6H8ClNO2 in the gas phase at a distorted geometry, computed with wB97M-V/def2-TZVPD.

XYZ file:
```
18
Properties=species:S:1:pos:R:3
O 0.98008 2.76615 -0.28025
C 1.10943 1.56983 -0.18171
O 1.83867 0.89235 0.75306
C 1.72324 -0.48279 0.56552
Cl 3.22234 -1.18985 0.01946
N 0.55069 -0.73281 -0.64797
C -0.63524 -1.45177 -0.12634
C -1.33258 -0.36436 0.69425
C -1.21429 0.83113 -0.22629
C 0.15548 0.57863 -0.93368
H 1.37385 -0.81396 1.46185
H -0.47405 -2.47344 0.15290
H -1.12861 -1.64300 -1.15837
H -0.92078 -0.22276 1.68620
H -2.45605 -0.68857 0.83315
H -1.87079 0.91092 -0.99504
H -1.19629 1.75147 0.42284
H 0.27490 0.76285 -2.03958
```

Summary:
Frontier orbital gap (eV): 10.425
Total charge: 0
LUMO energy (eV): 0.77
Multiplicity: 1
SMILES: O=C1O[C@H](Cl)N2CCC[C@@H]12

Entry 12:
2 unconnected molecules or ions with the total composition C6H8F2IN2 at a distorted geometry, computed with wB97M-V/def2-TZVPD.

XYZ file:
```
19
Properties=species:S:1:pos:R:3
C -0.75093 1.36815 -1.47390
C 0.06986 2.34299 -0.91875
C 0.72158 1.70050 0.12117
C -1.24249 -1.02730 -1.03347
C 0.76152 -0.57557 1.10614
C 2.10729 2.59723 1.65448
N -0.59106 0.22824 -0.79093
N 0.31209 0.43938 0.19177
F 3.05374 1.70148 1.73792
F 1.36250 2.62670 2.72176
I 0.27469 4.32573 -1.52935
H -1.43271 1.45223 -2.29774
H -1.74099 -1.38990 -0.13145
H -1.99558 -0.87817 -1.80587
H -0.52955 -1.77793 -1.38347
H 0.15519 -1.47034 1.00795
H 1.80370 -0.83139 0.90253
H 0.68460 -0.21344 2.13033
H 2.37058 3.54731 1.19899
```

Summary:
Frontier orbital gap (spin up / spin down) (eV): 9.051 / 9.052
Total charge: +1
LUMO energy (spin up / spin down) (eV): -3.69 / -3.68
Multiplicity: 1